The following is a quantum chemistry calculation of 5 unconnected molecules or ions with the total composition C21H28Br2Cl16FN4O7P2, from the Open Molecules 2025 dataset.

The geometry in XYZ format:
```
81
Properties=species:S:1:pos:R:3:forces:R:3:lowdin_charge:R:1
C -0.002 -3.284 -2.229 -0.4 0.0 0.1 -0.11
C -0.803 -1.924 -2.372 1.0 -0.7 -0.3 -0.19
C 0.163 -0.744 -2.818 -1.5 -0.7 -1.0 -0.19
N 0.046 0.470 -1.996 0.6 -0.3 -0.1 -0.03
C 0.937 0.557 -0.867 -0.1 0.0 2.6 -0.34
C 2.444 0.198 -0.995 -0.1 -0.2 -1.2 -0.55
Br 3.333 -0.911 0.356 -0.8 0.8 -0.5 0.91
C 3.232 0.572 -2.015 0.9 -0.8 0.7 -0.66
C 4.727 0.158 -2.081 -0.5 1.3 -0.5 -0.19
Br 2.577 1.613 -3.505 0.5 -0.5 0.6 0.86
C 0.241 -0.292 0.288 0.6 0.2 0.1 -0.20
O 0.311 -1.596 0.488 0.4 0.9 -0.7 0.05
N -0.483 0.435 1.104 0.8 -1.2 -1.0 0.02
O -1.113 -0.289 2.062 -0.5 1.1 0.5 -0.01
C -2.478 -0.653 1.699 -1.6 -1.1 0.2 -0.07
C -3.502 -0.408 2.859 -1.2 -0.6 -0.2 -0.35
C -4.930 -0.022 2.313 0.5 0.1 -0.4 -0.07
O -3.668 -1.624 3.622 0.8 0.1 -0.1 -0.07
C -0.483 1.882 0.838 -0.2 1.4 -1.6 -0.34
C -0.622 2.923 2.002 0.8 0.2 1.2 -0.11
C -0.522 2.358 3.440 0.1 -0.1 0.2 -0.21
N -1.555 2.135 4.135 0.3 -0.1 -0.1 0.13
P -2.025 2.327 -0.215 -3.0 -0.1 0.9 0.79
O -3.273 2.244 0.608 0.9 -0.2 -0.1 -0.41
C 0.815 1.965 -0.084 0.5 0.3 0.3 -0.27
P 0.825 3.554 -1.135 -0.6 1.8 0.0 0.74
O 0.411 4.746 -0.346 0.1 -0.8 0.2 -0.40
C 2.106 2.224 0.790 -0.8 -1.2 0.8 -0.43
O 3.020 2.843 0.374 0.7 0.9 -1.1 0.15
N 2.202 1.744 2.181 -0.6 1.8 -0.6 0.17
C 2.761 2.802 2.972 -0.2 -0.1 -0.4 -0.55
O 3.586 2.587 3.758 1.5 -0.6 1.7 0.21
F 2.329 4.067 2.830 -0.8 -1.0 -0.9 0.15
H -0.409 -4.044 -2.944 0.3 0.6 0.9 0.03
H -0.041 -3.652 -1.180 -0.1 0.0 -0.8 0.04
H 1.077 -3.176 -2.475 -0.6 0.1 0.1 0.07
H -1.553 -2.118 -3.168 0.3 0.5 0.6 0.08
H -1.353 -1.677 -1.439 0.4 -0.1 -0.6 0.09
H -0.199 -0.465 -3.836 0.5 0.1 0.7 0.13
H 1.191 -1.135 -2.964 -0.4 0.4 0.4 0.10
H 0.041 1.301 -2.576 0.3 -0.2 0.2 0.04
H 5.259 0.407 -1.136 -0.6 -0.4 -0.5 0.08
H 5.187 0.805 -2.854 -0.1 -0.8 0.4 -0.01
H 4.831 -0.917 -2.340 0.0 0.8 0.2 0.07
H 0.792 -1.788 1.331 -0.4 -0.3 -0.1 0.02
H -2.840 -0.217 0.749 0.6 0.3 0.6 0.11
H -2.470 -1.762 1.544 0.2 0.8 0.0 0.14
H -3.161 0.347 3.591 0.1 -0.4 -0.6 0.11
H -5.169 0.997 2.662 0.0 -0.5 -0.6 0.02
H -5.707 -0.715 2.699 0.7 0.4 0.0 0.08
H -4.970 -0.076 1.205 0.0 0.3 0.6 0.08
H -3.903 -2.350 3.023 -0.1 0.3 0.2 0.09
H 0.179 3.696 1.908 -0.5 -0.6 -0.3 0.11
H -1.575 3.499 1.959 0.5 -0.8 -0.1 0.12
H 0.466 2.167 3.918 -0.4 0.3 -0.8 0.11
H -1.232 1.774 5.042 -0.4 0.2 -0.1 0.08
H -1.936 3.655 -0.711 0.9 -0.4 0.0 0.04
H -2.189 1.443 -1.310 0.8 0.3 0.1 0.03
H -0.135 3.377 -2.188 0.6 -0.6 0.2 0.03
H 2.079 3.780 -1.739 -0.3 -0.7 0.0 0.02
H 2.897 1.000 2.270 -0.3 -0.1 -0.2 0.10
C -1.625 -5.629 -5.778 -0.1 -0.2 -0.1 -2.04
Cl -2.302 -6.216 -4.249 0.1 0.1 -0.1 0.52
Cl -2.811 -5.841 -7.071 0.1 0.1 0.1 0.54
Cl -1.225 -3.907 -5.620 0.0 0.0 -0.1 0.52
Cl -0.158 -6.539 -6.164 -0.1 0.1 0.1 0.53
C 1.975 -4.526 2.262 0.1 -0.5 -0.1 -2.00
Cl 0.526 -5.504 2.517 0.1 0.2 0.0 0.56
Cl 2.245 -4.309 0.524 0.0 -0.1 0.2 0.54
Cl 1.753 -2.932 3.033 0.0 0.1 0.1 0.57
Cl 3.369 -5.331 2.983 -0.2 0.2 -0.1 0.57
C -6.786 2.760 5.375 0.0 0.1 0.1 -2.03
Cl -5.869 3.736 6.533 -0.1 -0.1 -0.1 0.52
Cl -8.401 2.438 6.021 0.2 0.0 -0.1 0.53
Cl -6.926 3.638 3.842 0.0 -0.1 0.1 0.52
Cl -5.944 1.226 5.098 -0.1 0.1 0.3 0.56
C 7.284 0.025 -5.282 0.2 0.0 -0.2 -2.02
Cl 5.857 -0.988 -4.966 0.1 0.0 -0.2 0.54
Cl 7.466 0.251 -7.025 -0.1 0.0 0.2 0.54
Cl 7.081 1.606 -4.503 0.0 -0.1 -0.1 0.54
Cl 8.723 -0.771 -4.633 -0.2 0.1 0.0 0.54
```
Positions in Å, forces in eV/Å.

Its strongest force on any atom is 3.092 eV/A. For the relative energy (zero: lowest compared OMol25 entry of this formula, charge and spin), the calculation gives 219.4 kJ/mol. The HOMO-LUMO gap comes out at 8.658 eV. The calculation puts the molar mass at 1256.478 g/mol. Its charge is +1. The value obtained for the HOMO energy is -12.51 eV.